(1)
Density functional theory data (ωB97M-V/def2-TZVPD) for a 9-piece molecular cluster, C19H56O9 overall in a non-equilibrium geometry.

Computed properties:
- net charge = 0
- energy above the lowest of the compared OMol25 structures with the same formula, charge and spin (kJ/mol) = 1622.5

The geometry in XYZ format:
```
84
Properties=species:S:1:pos:R:3:forces:R:3:lowdin_charge:R:1
C 1.734869 -4.437190 0.898560 2.77 0.73 3.16 -0.23
O 0.355869 -4.369190 0.703560 -0.51 1.14 -0.02 -0.16
H 2.213869 -5.359190 1.472560 -1.73 0.82 -1.87 0.10
H 2.014869 -3.738190 1.810560 -0.30 -0.39 -2.01 0.09
H 2.378869 -4.188190 -0.000440 -0.84 -0.30 0.94 0.08
H 0.072869 -3.412190 0.899560 0.62 -2.19 -0.01 0.06
C -0.234131 -1.053190 0.552560 -4.34 1.47 2.66 -0.08
O -0.320131 -1.839190 1.784560 0.66 -2.71 -5.42 -0.09
H -0.322131 0.029810 0.898560 -1.32 -1.05 -0.94 0.10
H -0.841131 -1.473190 -0.326440 -0.29 0.74 1.98 0.10
H 0.601869 -0.898190 0.053560 5.33 -0.69 -1.32 0.00
H -0.361131 -1.420190 2.581560 0.10 2.55 2.85 -0.01
C -1.952131 -0.922190 4.467560 2.54 -3.20 -1.46 -0.17
O -0.735131 -0.219190 4.514560 0.48 0.57 3.53 -0.12
H -2.475131 -0.911190 5.301560 -3.17 1.87 3.73 0.03
H -1.996131 -2.053190 4.487560 1.73 0.30 -0.58 0.12
H -2.350131 -0.731190 3.557560 -2.19 1.12 -2.36 0.02
H -0.703131 0.084810 5.501560 0.54 -0.68 -2.88 0.15
C -1.710131 2.951810 2.026560 1.05 -6.17 -1.96 -0.09
O -1.650131 2.968810 0.588560 -0.04 -0.36 0.07 -0.15
H -1.576131 3.860810 2.343560 0.45 5.14 2.15 0.01
H -0.724131 2.361810 2.299560 -2.32 0.82 -0.09 0.12
H -2.662131 2.481810 2.402560 1.12 0.28 -0.25 0.10
H -2.261131 3.611810 0.231560 -0.28 0.22 0.02 0.09
C -3.743131 -0.412190 0.602560 2.04 2.84 1.60 -0.02
C -5.286131 -0.408190 0.930560 6.87 2.22 -0.03 -0.56
C -5.644131 0.685810 1.835560 -5.18 -6.56 -3.04 0.00
O -5.876131 -0.251190 -0.240440 -3.51 -0.53 -3.25 0.01
H -3.248131 -1.155190 -0.024440 -1.03 -0.07 -0.59 0.05
H -2.995131 -0.497190 1.509560 -1.86 0.42 -1.10 0.08
H -3.560131 0.671810 0.188560 0.08 -2.04 0.40 0.11
H -5.402131 -1.329190 1.264560 -1.30 -4.26 2.29 0.10
H -5.112131 0.809810 2.572560 5.49 0.55 8.07 0.00
H -6.632131 0.386810 2.093560 -1.17 0.53 0.87 0.10
H -5.652131 1.524810 1.401560 -0.33 6.39 -4.01 0.03
H -6.716131 -0.708190 -0.055440 -0.09 0.53 -1.26 0.12
C 2.657869 0.892810 4.287560 6.48 0.43 6.04 -0.08
C 3.102869 0.107810 3.203560 -0.68 -4.85 -1.34 -0.67
C 2.728869 0.653810 1.896560 0.86 4.44 -4.83 -0.07
O 4.395869 -0.369190 3.261560 3.56 -1.73 2.23 -0.07
H 1.706869 0.980810 4.408560 -6.09 1.50 -0.21 -0.02
H 3.327869 1.782810 4.404560 -1.13 -0.17 -0.18 0.11
H 2.810869 0.350810 5.420560 0.25 0.84 -2.98 0.16
H 2.586869 -0.858190 3.232560 -1.21 0.07 0.00 0.14
H 3.389869 1.730810 1.536560 -1.90 -2.53 1.80 0.15
H 1.602869 1.000810 2.006560 2.27 -0.84 -0.86 0.09
H 3.052869 0.159810 0.835560 -1.39 0.09 2.99 0.11
H 4.564869 -1.072190 4.044560 -1.06 2.72 -2.72 0.18
C 1.635869 3.041810 -0.899440 1.60 -2.05 -3.16 -0.03
C 0.533869 3.262810 -2.058440 -2.58 0.66 5.07 -0.45
C 1.094869 3.325810 -3.353440 1.14 -2.29 -3.60 -0.10
O -0.468131 2.181810 -1.953440 0.23 0.84 1.17 -0.10
H 2.319869 2.145810 -1.289440 -2.29 0.52 1.20 0.10
H 1.382869 2.996810 0.143560 -0.66 -0.37 0.15 0.04
H 2.565869 3.577810 -0.955440 -0.13 2.08 -0.15 0.05
H -0.058131 4.272810 -1.885440 1.15 -1.78 0.03 0.16
H 1.938869 3.963810 -3.269440 0.40 1.33 -0.83 0.08
H 0.419869 3.335810 -4.234440 -0.03 1.44 0.77 0.11
H 1.561869 2.392810 -3.706440 0.23 -0.39 0.99 0.06
H -0.885131 2.218810 -1.040440 0.80 0.16 -1.34 0.07
C 4.179869 -1.307190 -1.704440 2.32 4.84 -1.97 -0.03
C 3.080869 -0.418190 -2.512440 0.41 -2.20 3.57 -0.47
C 3.702869 0.176810 -3.650440 -0.83 6.55 -2.15 -0.10
O 2.116869 -1.377190 -3.029440 2.46 -0.67 1.04 -0.06
H 5.014869 -0.736190 -1.056440 -2.16 -0.75 -1.51 0.13
H 4.728869 -1.838190 -2.455440 0.09 -0.88 -0.14 0.06
H 3.582869 -1.808190 -1.102440 -2.14 -3.19 2.95 -0.02
H 2.632869 0.246810 -1.720440 0.14 -0.34 -1.16 0.11
H 4.159869 -0.549190 -4.242440 0.22 -1.15 -1.43 0.06
H 4.477869 1.053810 -3.592440 -1.07 -1.72 0.89 0.12
H 2.811869 0.817810 -4.133440 1.93 -1.83 -0.02 0.11
H 1.235869 -1.063190 -3.147440 -0.99 1.37 -0.13 0.01
C -2.252131 -0.840190 -4.506440 -5.26 -1.31 4.85 -0.01
C -1.358131 -1.119190 -3.302440 1.01 0.92 -4.88 -0.47
C -0.747131 -2.406190 -3.095440 1.23 -0.56 3.85 -0.05
O -0.367131 -0.124190 -3.411440 2.99 -7.85 -7.83 0.03
H -3.020131 -0.002190 -4.171440 2.11 -0.97 -1.26 0.13
H -3.010131 -1.684190 -4.534440 0.91 0.50 -0.57 0.09
H -1.729131 -0.757190 -5.360440 1.53 0.69 -2.99 0.03
H -1.861131 -1.003190 -2.480440 -3.31 1.50 4.71 0.07
H -0.229131 -2.785190 -3.828440 3.65 -0.94 -4.79 0.03
H -1.299131 -3.307190 -3.043440 -1.84 -0.46 1.35 0.09
H 0.049869 -2.325190 -2.260440 -1.65 -0.45 -0.91 0.12
H -0.504131 0.434810 -2.824440 -1.66 8.72 8.41 -0.08
```
Positions in Å, forces in eV/Å.

(2)
Density functional theory data (ωB97M-V/def2-TZVPD) for C5H10O as an isolated structure in a non-equilibrium geometry.

Computed properties:
- net charge = 0
- energy above the lowest of the compared OMol25 structures with the same formula, charge and spin (kJ/mol) = 235.3

The geometry in XYZ format:
```
16
Properties=species:S:1:pos:R:3:forces:R:3:lowdin_charge:R:1
C -0.815365 0.450530 1.855637 -0.01 -0.03 0.09 -0.11
C -0.078025 0.920767 0.603983 0.10 -0.21 -0.02 -0.26
C -0.215369 -0.074385 -0.556106 0.93 -1.75 0.75 -0.30
C 0.500899 0.236291 -1.819545 1.61 -1.21 -0.21 -0.13
C 0.663975 -1.604059 -0.111044 -0.18 0.58 -1.31 -0.16
O 0.328875 -2.556024 0.517961 0.66 1.65 -0.87 0.06
H -0.477865 -0.545764 2.158770 -0.06 0.15 0.00 0.06
H -0.652857 1.137085 2.692184 -0.01 -0.09 -0.11 0.07
H -1.896295 0.394736 1.677872 0.18 0.00 -0.01 0.08
H -0.435623 1.927820 0.337140 0.04 -0.34 -0.23 0.11
H 0.994332 1.035707 0.815232 -0.13 0.03 0.04 0.11
H -1.238986 -0.451086 -0.680404 0.23 0.23 0.00 0.13
H 1.437764 -0.565778 -1.799276 -1.57 2.00 -0.89 0.05
H -0.034233 -0.012794 -2.740027 0.03 0.30 0.19 0.08
H 1.026486 1.192952 -1.867024 -0.43 0.05 -0.02 0.08
H 1.664122 -1.438529 -1.003612 -1.38 -1.35 2.61 0.13
```
Positions in Å, forces in eV/Å.

(3)
Density functional theory data (ωB97M-V/def2-TZVPD) for C5H10S as an isolated structure in a non-equilibrium geometry.

Computed properties:
- net charge = 0
- energy above the lowest of the compared OMol25 structures with the same formula, charge and spin (kJ/mol) = 482.0

The geometry in XYZ format:
```
16
Properties=species:S:1:pos:R:3:forces:R:3:lowdin_charge:R:1
C 0.326068 0.859262 -1.066181 -4.27 -0.14 -2.79 -0.15
C 0.374583 -0.052180 0.093396 -0.02 -0.94 1.64 -1.06
C 0.901102 0.845234 1.203165 -1.88 2.35 1.85 -0.15
C -0.781885 -0.943932 0.426906 -1.55 -0.17 -0.07 -0.31
C -2.093470 -0.682020 0.077952 0.63 -5.38 0.58 -0.02
H 0.176501 0.200654 -2.065345 -0.28 1.92 2.12 0.14
H 1.149028 1.458775 -1.248014 2.29 0.57 -0.04 0.04
H -0.449494 1.744551 -0.831093 0.80 -2.29 -1.07 0.13
H 1.741172 1.209486 0.639281 1.45 0.29 1.30 0.04
H 0.201246 1.751799 1.010550 0.85 -1.17 1.49 0.10
H 0.985793 0.607834 2.411594 -0.08 0.22 -3.64 0.16
H 1.323243 -1.814173 -1.280922 -0.04 0.46 0.84 -0.07
H -0.320805 -2.086879 0.962474 -2.12 3.91 -1.43 0.16
H -2.438877 -1.852352 0.406443 -0.88 3.64 -1.16 0.10
H -2.729237 -0.028283 -0.667397 1.88 -1.16 1.95 0.09
S 1.635034 -1.217769 -0.072805 3.21 -2.11 -1.59 0.80
```
Positions in Å, forces in eV/Å.

(4)
Density functional theory data (ωB97M-V/def2-TZVPD) for a 2-piece molecular cluster, C2H8N2O overall in a non-equilibrium geometry.

Computed properties:
- net charge = -1
- energy above the lowest of the compared OMol25 structures with the same formula, charge and spin (kJ/mol) = 176.9
- spin multiplicity = 2

The geometry in XYZ format:
```
13
Properties=species:S:1:pos:R:3:forces:R:3:mulliken_spin:R:1
C -0.385899 1.166745 0.822171 0.60 -0.44 -0.39 0.65
N -2.451229 0.202692 -0.961270 1.12 -0.36 0.72 0.45
C -1.126329 -0.365337 -0.829792 -0.45 1.79 -0.93 1.98
N -0.136265 0.259109 -0.294225 -0.60 -1.56 0.74 -0.75
H -0.015438 0.690588 1.762366 -0.04 0.13 -0.40 -0.14
H -1.434459 1.399215 0.999895 -0.05 0.39 -0.10 -0.14
H 0.252822 2.026893 0.626833 -0.36 0.41 0.36 -0.02
H -2.308224 1.213981 -1.046317 -0.36 0.07 0.01 -0.17
H -2.964503 -0.128560 -1.775967 0.08 -0.30 -0.11 -0.56
H -0.927671 -1.187555 -1.509030 0.04 -0.09 0.10 -0.36
H 3.789045 -1.421078 1.444744 0.15 0.23 0.27 -0.06
H 4.232569 -2.010197 0.110996 0.87 -0.10 -0.52 -0.07
O 3.475586 -1.846502 0.649592 -0.99 -0.16 0.25 0.20
```
Positions in Å, forces in eV/Å.